(1)
Entry from OMol25: one molecule with the formula C4H3ClO in a non-equilibrium geometry (ωB97M-V with the def2-TZVPD basis set).

Calculated values
E_tot, eV: -18763.3118
LUMO, eV: 0.0
Energy above the lowest of the compared OMol25 structures with the same formula, charge and spin, kJ/mol: 225.4
HOMO-LUMO gap, eV: 8.9210

Last column: natural (NBO) charge in e.
Positions of all 9 atoms, in Å:
1 C 0.61594 -0.23371 -0.62399  -0.120
2 C -1.09203 -0.11798 -0.16934  -0.412
3 C -1.53530 1.09645 -0.02130  0.657
4 C 1.41299 -0.41570 0.41742  -0.364
5 O -1.79517 2.25124 0.14217  -0.449
6 Cl -1.87095 -1.61069 0.00868  0.064
7 H 0.72777 0.02037 -1.61439  0.210
8 H 1.03015 -0.49223 1.37217  0.203
9 H 2.50659 -0.49775 0.48859  0.213

(2)
Entry from OMol25: one molecule with the formula C4H3ClOS2 in a non-equilibrium geometry (ωB97M-V with the def2-TZVPD basis set).

Calculated values
E_tot, eV: -40436.0224
LUMO, eV: 0.6
Energy above the lowest of the compared OMol25 structures with the same formula, charge and spin, kJ/mol: 60.2
HOMO-LUMO gap, eV: 9.4475

Last column: natural (NBO) charge in e.
Positions of all 11 atoms, in Å:
1 C 0.62775 -0.16537 0.43391  -0.283
2 C 1.51992 0.11566 -0.55522  0.114
3 C -0.50042 0.48482 -1.40373  0.209
4 C -0.66952 0.10466 -0.13409  -0.275
5 H 0.41015 0.12971 2.72507  0.141
6 H 2.59446 -0.04850 -0.68477  0.222
7 H -2.02589 -1.23149 1.20609  0.139
8 O 0.86610 0.54971 -1.66567  -0.408
9 S 1.01564 -0.85190 2.00995  0.032
10 S -2.23073 -0.01557 0.68930  0.034
11 Cl -1.60746 0.92826 -2.62085  0.075

(3)
Entry from OMol25: one molecule with the formula C4H3F2NO in a non-equilibrium geometry (ωB97M-V with the def2-TZVPD basis set).

Calculated values
E_tot, eV: -13167.4130
LUMO, eV: 0.9
Energy above the lowest of the compared OMol25 structures with the same formula, charge and spin, kJ/mol: 57.1
HOMO-LUMO gap, eV: 11.4674

Last column: natural (NBO) charge in e.
Positions of all 11 atoms, in Å:
1 C 1.62450 -0.54307 -0.04341  0.540
2 C 0.15741 -0.19017 -0.06730  0.228
3 C -0.53724 0.94941 0.03742  -0.339
4 C -1.86433 0.47996 0.06052  -0.038
5 H 1.75321 -1.58470 -0.12870  0.152
6 H -0.15303 1.95652 0.01965  0.253
7 H -2.82831 1.06441 0.19330  0.229
8 N -1.95209 -0.82740 -0.06110  -0.107
9 O -0.66059 -1.25672 -0.09707  -0.261
10 F 2.17202 -0.14100 1.13218  -0.329
11 F 2.28846 0.09276 -1.04550  -0.329

(4)
Entry from OMol25: a 2-piece molecular cluster, C4H3F3 overall in a non-equilibrium geometry (ωB97M-V with the def2-TZVPD basis set).

Calculated values
E_tot, eV: -12343.7104
LUMO, eV: 0.2
Energy above the lowest of the compared OMol25 structures with the same formula, charge and spin, kJ/mol: 376.0
HOMO-LUMO gap, eV: 10.0743

Last column: natural (NBO) charge in e.
Positions of all 10 atoms, in Å:
1 C -0.69404 0.84714 -0.13443  -0.170
2 C 0.20232 1.26222 -0.82440  0.393
3 C 2.63670 -1.62334 -0.73661  0.657
4 C -1.82546 0.44996 0.71486  -0.656
5 F 0.97976 1.71815 -1.71144  -0.259
6 F 1.90495 -2.56385 -0.14408  -0.346
7 F 3.25034 -1.12806 0.25771  -0.310
8 H -1.54979 -0.29676 1.41792  0.233
9 H -2.66580 0.07846 -0.00222  0.230
10 H -2.23897 1.25610 1.16269  0.227

(5)
Entry from OMol25: a 2-piece molecular cluster, C4H3F5N4 overall in a non-equilibrium geometry (ωB97M-V with the def2-TZVPD basis set).

Calculated values
E_tot, eV: -23736.9864
LUMO (spin up / spin down), eV: -1.2 / -1.5
Energy above the lowest of the compared OMol25 structures with the same formula, charge and spin, kJ/mol: 305.9
HOMO-LUMO gap (spin up / spin down), eV: 7.3581 / 9.8097

Last column: natural (NBO) charge in e.
Positions of all 16 atoms, in Å:
1 C 0.18091 -1.78376 -0.85378  0.210
2 C 2.27114 -0.65387 -0.15892  -0.012
3 C 0.91903 -0.58076 -0.67856  0.091
4 C 2.94001 0.62924 -0.00396  0.953
5 N -0.36455 -2.73519 -1.18813  -0.273
6 N 2.72390 -1.87200 0.01712  0.055
7 N 0.14479 0.49516 -0.93486  -0.736
8 N -0.79550 -0.59991 2.00010  -0.059
9 F 3.01706 1.22227 -1.21730  -0.300
10 F 2.31418 1.46867 0.87600  -0.321
11 F 4.15945 0.49192 0.58937  -0.304
12 F 3.97740 -1.97804 0.44558  -0.194
13 F -1.61192 0.22973 1.28107  -0.228
14 H -0.58841 0.44160 -1.57976  0.410
15 H 0.14774 1.28222 -0.27146  0.418
16 H -1.02922 -1.55315 1.90224  0.288

(6)
Entry from OMol25: one molecule with the formula C4H3FO in a non-equilibrium geometry (ωB97M-V with the def2-TZVPD basis set).

Calculated values
E_tot, eV: -8958.8267
LUMO, eV: -0.2
Energy above the lowest of the compared OMol25 structures with the same formula, charge and spin, kJ/mol: 144.7
HOMO-LUMO gap, eV: 10.5187

Last column: natural (NBO) charge in e.
Positions of all 9 atoms, in Å:
1 C 1.22016 -0.44424 0.10937  -0.029
2 C 0.22957 0.73711 0.04289  0.460
3 C -1.14817 0.33652 -0.04830  -0.146
4 C -2.29623 -0.06513 -0.11334  -0.107
5 H 1.22185 -0.88905 1.12488  0.189
6 H 0.92783 -1.23783 -0.60063  0.185
7 H -3.31978 -0.29153 -0.26519  0.241
8 O 0.68749 1.85473 -0.02638  -0.456
9 F 2.47727 -0.00058 -0.22330  -0.337

(7)
Entry from OMol25: one molecule with the formula C4H3FO2 in a non-equilibrium geometry (ωB97M-V with the def2-TZVPD basis set).

Calculated values
E_tot, eV: -11007.1519
LUMO, eV: -0.3
Energy above the lowest of the compared OMol25 structures with the same formula, charge and spin, kJ/mol: 53.7
HOMO-LUMO gap, eV: 9.4548

Last column: natural (NBO) charge in e.
Positions of all 10 atoms, in Å:
1 C 1.25316 -0.68033 0.62320  0.325
2 C 0.76284 -0.39317 -0.57552  -0.420
3 C -0.47332 0.39654 -0.87597  0.460
4 C -1.43474 0.66966 0.29262  0.360
5 H 2.07611 -1.35502 0.79701  0.179
6 H 1.22064 -0.74915 -1.44744  0.241
7 H -1.57774 1.75892 0.43945  0.129
8 O -0.74658 0.77973 -1.96889  -0.491
9 O -1.86531 -0.23691 0.95427  -0.472
10 F 0.78495 -0.19026 1.76127  -0.311

(8)
Entry from OMol25: C4H3FO5Rh as an isolated structure in a non-equilibrium geometry (ωB97M-V with the def2-TZVPD basis set).

Calculated values
2S+1: 5
<S²>: 6.037
E_tot, eV: -20116.7446
LUMO (spin up / spin down), eV: -14.5 / -18.6
Charge: +3
HOMO-LUMO gap (spin up / spin down), eV: 10.7613 / 6.3855

Last column: Löwdin charge in e.
Positions of all 14 atoms, in Å:
1 O -0.98808 2.81876 -2.18795  0.034
2 C -1.20649 3.83489 -2.72491  -0.216
3 O -1.42010 4.81209 -3.27648  0.445
4 O -0.04358 -0.34560 -0.61668  -0.022
5 C 1.01553 -2.28917 2.47783  -0.141
6 C -0.22099 -1.33600 0.07549  -0.323
7 O 1.72831 -2.56614 3.38460  0.445
8 O 0.81559 -3.05404 1.41027  0.249
9 C 0.76447 -2.47548 0.11143  0.080
10 Rh -0.86655 1.21058 -1.14855  1.521
11 F -1.43578 -1.67878 0.41458  0.279
12 H 0.53053 -1.22708 2.19742  0.224
13 H 1.74833 -2.06031 -0.16340  0.212
14 H 0.45158 -3.23871 -0.61102  0.214

(9)
Entry from OMol25: C4H3FeLi2O2 as an isolated structure in a non-equilibrium geometry (ωB97M-V with the def2-TZVPD basis set).

Calculated values
2S+1: 6
<S²>: 9.029
E_tot, eV: -43078.9368
LUMO (spin up / spin down), eV: -1.6 / -1.6
HOMO-LUMO gap (spin up / spin down), eV: 3.8449 / 4.0612

Last column: natural (NBO) charge in e.
Positions of all 12 atoms, in Å:
1 C -0.04664 -1.30917 -0.57340  0.012
2 O 0.99773 -1.95656 -0.17056  -1.062
3 Fe -1.85730 -0.95580 1.04614  0.502
4 Li 2.61203 -1.80288 -0.98629  0.917
5 H -0.89434 0.21780 -0.94748  0.283
6 C 0.16885 0.06160 -1.05259  -0.693
7 C 0.30835 1.31738 -0.12348  -0.271
8 C -0.67370 1.76487 0.71839  0.039
9 O -2.01599 1.46521 0.94584  -0.887
10 Li 1.04121 -0.87070 1.67801  0.802
11 H 0.71571 -0.43777 -2.00644  0.191
12 H -0.35593 2.50602 1.47185  0.165

(10)
Entry from OMol25: one molecule with the formula C4H3I in a non-equilibrium geometry (ωB97M-V with the def2-TZVPD basis set).

Calculated values
E_tot, eV: -12289.0737
LUMO, eV: -1.3
Energy above the lowest of the compared OMol25 structures with the same formula, charge and spin, kJ/mol: 523.4
HOMO-LUMO gap, eV: 7.0703

Last column: natural (NBO) charge in e.
Positions of all 8 atoms, in Å:
1 C -1.27664 0.13069 0.75477  0.317
2 C 0.42017 1.95017 0.46035  -0.140
3 C -0.44837 -0.08579 -0.38791  -0.473
4 C 0.09985 0.66039 0.91428  -0.606
5 I 1.91397 3.08042 1.51729  0.097
6 H -0.12790 -1.00623 -0.66080  0.253
7 H -0.61563 0.53955 -1.21178  0.299
8 H 0.48027 0.24999 1.74573  0.254